120
Properties=species:S:1:pos:R:3:mulliken_charge:R:1 method="wB97M-V/def2-TZVPD" max_force_ha_per_bohr=0.15961 orbital_gap_ev=2.5 homo_ha=0.0112 charge=-2
C -2.2830 2.3498 -0.0626 -0.112
C -1.8333 3.8426 0.4450 -0.234
C -0.2997 4.2755 0.0610 0.424
O 0.6353 4.1709 1.0449 -0.593
O 0.1724 4.8003 -1.2289 -0.221
C 0.3788 3.7399 -2.2271 -0.144
C 1.5310 2.6378 -1.8468 0.324
C 2.9983 2.9103 -2.5598 -0.717
P 4.2301 1.8962 -1.4436 0.174
S 3.4762 0.1135 -1.0059 -0.552
C 3.1185 2.1856 -4.0266 0.591
O 3.8003 1.0220 -4.1887 -0.707
O 2.5132 2.7399 -5.2655 -0.793
H -3.0639 2.4848 -0.9488 0.283
H -1.3865 1.6612 -0.4086 0.211
H -2.8981 1.8482 0.8270 -0.216
H -1.8800 3.8145 1.6376 0.252
H -2.6591 4.6343 0.1127 0.147
H -0.6257 3.1732 -2.4672 0.115
H 0.6752 4.2965 -3.2412 0.047
H 1.7530 2.5418 -0.6866 -0.434
H 1.0892 1.5749 -2.1641 0.344
H 4.5958 2.6051 -0.2391 0.038
H 5.4779 1.6165 -2.1436 0.005
C 0.4772 0.3410 2.3632 0.082
O 1.4040 0.8446 1.4189 -0.388
H 0.6187 -0.7379 2.4594 0.090
H 0.6481 0.8166 3.3321 0.193
H -0.5404 0.5438 2.0203 -0.147
H 1.2546 1.8033 1.3548 0.116
C -1.2284 -3.1836 1.0305 -0.722
O -1.8652 -2.0368 1.5630 -0.303
H -0.2263 -2.9089 0.6930 0.252
H -1.1522 -3.9515 1.8041 0.293
H -1.8054 -3.5613 0.1827 0.277
H -2.7515 -2.3112 1.8540 0.231
C 2.4774 -1.5825 -6.9428 -0.431
O 2.0161 -0.4397 -6.2460 -0.424
H 1.7018 -1.9119 -7.6381 0.236
H 3.3813 -1.3291 -7.5021 0.276
H 2.6894 -2.3837 -6.2305 0.073
H 2.7248 -0.1706 -5.6372 0.267
C -5.3073 1.1020 2.6961 -0.518
O -4.2718 0.9137 1.7492 -0.453
H -5.9884 1.8732 2.3291 0.005
H -5.8565 0.1664 2.8276 0.290
H -4.8775 1.4215 3.6487 0.313
H -3.6837 0.2244 2.1019 0.138
C 3.7299 -5.6011 -6.9392 -0.565
O 3.1727 -5.5290 -5.6397 -0.505
H 3.5276 -6.5895 -7.3582 0.242
H 3.2742 -4.8381 -7.5749 0.246
H 4.8102 -5.4459 -6.8826 0.258
H 3.3681 -4.6415 -5.2938 0.338
C -8.0320 2.7342 -0.1364 -0.456
O -6.6995 3.2023 -0.2352 -0.376
H -8.7149 3.5538 -0.3718 0.268
H -8.1863 1.9187 -0.8472 0.185
H -8.2220 2.3853 0.8816 0.191
H -6.1169 2.4539 -0.0211 0.212
C 1.5003 7.1291 -4.7719 -0.490
O 0.8531 7.3565 -3.5335 -0.528
H 1.0541 7.7768 -5.5302 0.219
H 2.5636 7.3623 -4.6766 0.223
H 1.3703 6.0846 -5.0657 0.254
H 1.2699 6.7684 -2.8809 0.322
C 5.8223 -6.2981 -2.7958 -0.398
O 4.4635 -6.1758 -3.1739 -0.475
H 5.9420 -5.9263 -1.7755 0.234
H 6.1194 -7.3489 -2.8355 0.289
H 6.4443 -5.7067 -3.4722 0.078
H 4.3881 -6.5132 -4.0827 0.258
C -7.2431 -1.3404 -0.9119 -0.444
O -8.3082 -0.4201 -0.7605 -0.465
H -6.3054 -0.8450 -0.6498 0.118
H -7.4002 -2.1934 -0.2472 0.241
H -7.1967 -1.6778 -1.9503 0.297
H -9.1264 -0.8877 -0.9999 0.269
C -6.0273 6.7072 -0.6788 -0.588
O -5.2527 5.6880 -0.0742 -0.370
H -5.4018 7.2565 -1.3862 0.232
H -6.8689 6.2585 -1.2121 0.228
H -6.3929 7.3926 0.0898 0.263
H -5.8339 5.2181 0.5478 0.230
C -8.8401 1.9436 4.8820 -0.583
O -7.9134 2.4471 3.9377 -0.397
H -8.6986 0.8646 4.9782 0.212
H -8.6692 2.4191 5.8509 0.265
H -9.8577 2.1463 4.5391 0.256
H -8.0628 3.4058 3.8736 0.258
C 0.5141 -1.0003 5.7243 -0.401
O -0.1186 0.2657 5.7561 -0.503
H -0.1915 -1.7406 5.3403 0.072
H 1.3863 -0.9565 5.0675 0.291
H 0.8197 -1.2814 6.7352 0.239
H 0.5313 0.9016 6.1008 0.280
C 2.9705 -2.8248 9.0351 -0.531
O 2.3378 -1.5587 9.0668 -0.486
H 2.2649 -3.5650 8.6510 0.210
H 3.8427 -2.7809 8.3783 0.266
H 3.2761 -3.1058 10.0460 0.268
H 2.9877 -0.9228 9.4116 0.286
C -3.2402 -2.8349 5.6007 -0.413
O -3.8729 -1.5689 5.6325 -0.500
H -3.9458 -3.5752 5.2167 0.248
H -2.3680 -2.7911 4.9439 0.071
H -2.9345 -3.1160 6.6116 0.268
H -3.2230 -0.9330 5.9772 0.314
C 7.8917 -3.0810 -3.3198 -0.464
O 8.6663 -4.1002 -2.7152 -0.465
H 8.5172 -2.5317 -4.0272 0.229
H 7.0500 -3.5297 -3.8531 0.135
H 7.5261 -2.3955 -2.5512 0.286
H 8.0851 -4.5701 -2.0932 0.281
C 11.3445 -5.0561 -0.7839 -0.435
O 10.7873 -4.9840 0.5155 -0.515
H 11.1421 -6.0445 -1.2029 0.188
H 10.8888 -4.2931 -1.4197 0.183
H 12.4247 -4.9009 -0.7273 0.280
H 10.9826 -4.0965 0.8615 0.294


50
Properties=species:S:1:pos:R:3:mulliken_spin:R:1 method="wB97M-V/def2-TZVPD" max_force_ha_per_bohr=0.00758 orbital_gap_ev="7.6 / 7.0" s2=3.76 e_above_lowest_ev=0.000 homo_ha="-0.4102 / -0.4134" spin_multiplicity=4 charge=+1
Tc -1.3878 -0.0411 -0.2787 2.977
C -0.9172 -2.9149 -3.4768 0.005
C 0.2537 -3.6220 -3.2030 0.013
C 0.9946 -3.2791 -2.0999 0.003
C 0.5759 -2.2398 -1.2558 0.046
N -0.5533 -1.5513 -1.5341 -0.120
C -1.2704 -1.9002 -2.6279 0.013
N 1.4048 -1.9784 -0.1878 0.012
C 1.1240 -1.2371 0.8181 0.023
N -0.0303 -0.5085 1.0773 0.010
C 0.1366 0.2037 2.2599 0.012
N -0.6675 1.0153 2.8390 0.012
C -1.9335 1.3588 2.4138 0.053
C -2.7106 2.0429 3.3596 -0.001
C -3.9917 2.4333 3.0597 0.017
C -4.5034 2.1521 1.7932 0.001
C -3.6938 1.5042 0.8996 0.027
N -2.4297 1.1073 1.1812 -0.137
C 1.4681 -0.1184 2.8023 -0.001
C 2.1101 0.3180 3.9447 -0.002
C 3.3919 -0.1680 4.1743 0.004
C 3.9980 -1.0587 3.2878 0.003
C 3.3429 -1.4923 2.1412 0.000
C 2.0705 -1.0023 1.9220 -0.002
H -1.5342 -3.1390 -4.3343 0.000
H 0.5760 -4.4269 -3.8498 0.000
H 1.9114 -3.7869 -1.8404 0.000
H -2.1631 -1.3175 -2.8114 -0.009
H -2.2593 2.2366 4.3210 0.000
H -4.5918 2.9536 3.7940 0.001
H -5.5034 2.4390 1.5040 0.000
H -4.0504 1.2816 -0.0972 -0.008
H 1.6306 1.0082 4.6251 0.000
H 3.9323 0.1474 5.0567 0.000
H 4.9963 -1.4172 3.5005 0.000
H 3.8026 -2.1819 1.4464 0.000
Cl -1.2504 0.8116 -4.7423 0.003
C -0.0265 0.9457 -3.5346 0.096
C -0.3272 1.6476 -2.3656 0.087
C 0.7037 1.8727 -1.4494 -0.063
Cl 0.3779 2.8395 -0.0567 0.003
C 1.9627 1.3045 -1.6198 -0.030
Cl 3.1797 1.5269 -0.4398 0.000
C 2.2095 0.5310 -2.7573 0.020
Cl 3.7293 -0.2157 -2.9588 0.003
C 1.2248 0.3807 -3.7405 -0.003
Cl 1.5517 -0.5087 -5.1640 0.000
F -2.6921 0.9156 -2.0128 0.009
B -1.8247 1.9832 -2.0266 -0.079
F -2.3475 3.1449 -1.7563 -0.001


45
Properties=species:S:1:pos:R:3:mulliken_charge:R:1 method="wB97M-V/def2-TZVPD" max_force_ha_per_bohr=0.02726 orbital_gap_ev=4.7 e_above_lowest_ev=0.000 homo_ha=-0.6399 charge=+3
W 0.6544 -0.2032 0.4893 1.452
Br -3.1751 5.1268 -3.1981 -0.034
C -2.3272 3.9278 -2.0693 -0.427
C -2.4935 4.0246 -0.6863 -0.307
C -1.8614 3.1398 0.1982 -0.828
C -1.0742 2.1701 -0.3457 0.725
O -0.4178 1.2558 0.4616 -0.459
C -0.8752 2.0284 -1.7224 -0.147
C -0.0411 1.0299 -2.2585 0.870
N 0.6505 0.1034 -1.6129 0.081
C 1.4906 -0.7739 -2.3809 1.026
C 1.5178 -0.9350 -3.7476 -0.864
C 2.4079 -1.8531 -4.3342 -1.123
C 3.2621 -2.5901 -3.5575 -0.941
C 3.2460 -2.4304 -2.1529 0.877
C 4.1112 -3.1184 -1.2881 -0.244
C 4.0574 -2.8905 0.0796 -0.947
C 3.1379 -2.0041 0.5828 0.024
N 2.2610 -1.3172 -0.2113 -0.277
C 2.3441 -1.5154 -1.5856 0.412
C -1.5157 2.9313 -2.5905 -0.771
H -3.1193 4.8118 -0.2836 0.482
H -1.9831 3.2361 1.2685 0.546
H 0.0621 1.0398 -3.3381 0.309
H 0.8592 -0.3862 -4.4074 0.404
H 2.4086 -1.9686 -5.4094 0.449
H 3.9515 -3.2960 -4.0034 0.479
H 4.8274 -3.8236 -1.6962 0.527
H 4.7251 -3.3963 0.7632 0.445
H 3.0811 -1.8275 1.6441 0.445
H -1.3765 2.8482 -3.6616 0.550
S -0.7839 -1.9332 0.8068 -0.245
C -1.2801 -1.0709 2.2347 0.900
C -2.6484 -1.0660 2.5622 -0.916
C -3.0693 -0.4103 3.6924 0.634
C -4.4527 -0.4488 4.0588 -0.546
N -5.5673 -0.4638 4.3387 -0.255
C -2.1425 0.3223 4.4971 0.512
C -0.8175 0.3843 4.1514 -0.731
C -0.3493 -0.3417 3.0347 0.776
S 1.3564 -0.2535 2.6920 -0.307
C -2.5993 1.0086 5.6687 -0.537
N -2.9482 1.5654 6.6115 -0.259
H -3.3640 -1.5965 1.9477 0.616
H -0.1296 0.9597 4.7577 0.624


57
Properties=species:S:1:pos:R:3:mulliken_spin:R:1 method="wB97M-V/def2-TZVPD" max_force_ha_per_bohr=0.00332 orbital_gap_ev="9.6 / 6.3" s2=0.76 e_above_lowest_ev=0.000 homo_ha="-0.4406 / -0.4405" spin_multiplicity=2 charge=+1
Cu 0.3533 -0.3708 0.9193 0.264
C 1.1142 2.4820 -0.1309 -0.012
C 1.6720 1.7135 -1.3297 0.001
S 1.7480 -0.0989 -1.1554 0.011
C 0.5235 -0.6587 -2.3895 0.001
C -0.4978 -1.6552 -1.8558 -0.006
S -1.3756 -1.2397 -0.3264 0.054
C -2.2982 0.2805 -0.6913 -0.003
C -1.5102 1.5860 -0.7741 0.001
S -0.3880 1.8236 0.6413 0.041
H 1.8287 2.4884 0.6937 0.009
H 0.9377 3.5191 -0.4177 0.001
H 1.1153 1.9336 -2.2388 0.000
H 2.6905 2.0593 -1.5032 0.000
H 0.0336 0.2169 -2.8083 -0.001
H 1.0713 -1.1367 -3.2014 0.000
H -1.2405 -1.8669 -2.6266 0.003
H -0.0176 -2.6034 -1.6077 0.001
H -2.8604 0.1271 -1.6136 0.001
H -3.0282 0.3270 0.1177 0.001
H -0.9219 1.6380 -1.6853 0.000
H -2.2137 2.4185 -0.7903 0.000
F 2.2559 -0.3769 7.1331 0.000
C 2.6933 0.5779 6.3088 0.012
C 2.1032 0.7605 5.0701 0.015
C 2.6200 1.7647 4.2683 0.003
F 2.0644 1.9869 3.0583 -0.006
C 3.6692 2.5676 4.6585 -0.006
F 4.1319 3.5262 3.8631 0.000
C 4.2387 2.3593 5.9067 0.001
F 5.2485 3.1143 6.3020 0.000
C 3.7506 1.3642 6.7374 0.001
F 4.2978 1.1702 7.9289 0.000
Ge 0.6488 -0.3120 4.3572 -0.016
S 1.5452 -1.1706 2.4902 0.639
C 0.0216 -1.7096 5.5447 -0.007
C 0.0750 -3.0691 5.2980 -0.008
F 0.6271 -3.5326 4.1712 0.002
C -0.4465 -3.9917 6.1879 0.006
F -0.3876 -5.2917 5.9269 0.000
C -1.0403 -3.5473 7.3583 0.000
F -1.5440 -4.4199 8.2133 0.000
C -1.1117 -2.1893 7.6348 0.003
F -1.6802 -1.7660 8.7555 0.000
C -0.5807 -1.3002 6.7231 0.008
F -0.6430 0.0134 6.9929 0.000
C -0.9141 0.7831 3.9212 -0.011
C -2.0066 0.1660 3.3365 0.000
F -1.9613 -1.1533 3.0785 0.000
C -3.1509 0.8494 2.9752 0.003
F -4.1780 0.2124 2.4090 0.000
C -3.2204 2.2155 3.1989 0.000
F -4.3024 2.8896 2.8449 0.000
C -2.1511 2.8691 3.7867 -0.001
F -2.2139 4.1755 4.0035 0.000
C -1.0226 2.1471 4.1424 -0.007
F -0.0282 2.8261 4.7164 -0.001